23
Properties=species:S:1:pos:R:3 method="wB97M-V/def2-TZVPD" orbital_gap_ev=10.3 smiles="CCOC1=N[C@@H](Cl)C=C[C@]1(Cl)C(F)(F)F" multiplicity=1 e_homo_ev=-10.2913 lumo_energy_ev=0.052 relative_energy_kcal_mol=0.00
C 0.17 2.27 2.70
C 0.83 1.50 1.57
O -0.18 0.69 0.96
C 0.22 -0.12 0.00
N 1.43 -0.16 -0.39
C 1.82 -1.06 -1.41
Cl 2.52 -2.54 -0.62
C 0.73 -1.54 -2.31
C -0.54 -1.49 -1.92
C -0.90 -0.98 -0.57
Cl -1.11 -2.38 0.56
C -2.23 -0.23 -0.59
F -3.18 -0.91 -1.24
F -2.72 0.06 0.61
F -2.10 0.94 -1.25
H -0.62 2.90 2.32
H -0.26 1.58 3.42
H 0.92 2.89 3.20
H 1.63 0.85 1.93
H 1.24 2.17 0.81
H 2.65 -0.62 -1.96
H 1.02 -1.94 -3.27
H -1.35 -1.85 -2.55

***

58
Properties=species:S:1:pos:R:3 method="wB97M-V/def2-TZVPD" orbital_gap_ev=2.6 multiplicity=1 e_homo_ev=-6.4879 lumo_energy_ev=-3.914 relative_energy_kcal_mol=287.96
O 13.36 -22.35 7.45
V 13.42 -23.49 8.61
O 12.79 -22.91 9.90
O 14.99 -25.92 13.65
V 14.85 -27.56 13.54
O 13.39 -28.00 14.05
C 14.65 -27.85 8.31
O 14.93 -27.05 7.44
O 14.25 -27.43 9.38
O 14.94 -29.02 8.12
C 9.60 -26.89 4.44
C 9.70 -25.47 4.93
C 8.45 -24.63 4.45
O 9.94 -25.31 6.26
H 9.47 -26.86 3.36
H 8.69 -27.28 4.90
H 10.44 -27.53 4.74
H 10.61 -25.15 4.42
H 8.32 -24.68 3.37
H 8.59 -23.58 4.73
H 7.48 -24.84 4.90
H 9.30 -25.90 6.68
C 19.67 -20.79 9.60
C 18.37 -20.93 8.79
C 18.77 -20.98 7.34
O 17.76 -22.16 9.07
H 19.57 -20.53 10.65
H 20.17 -19.96 9.09
H 20.35 -21.63 9.49
H 17.67 -20.14 9.07
H 19.03 -19.97 7.03
H 17.88 -21.21 6.76
H 19.57 -21.72 7.24
H 18.15 -22.87 8.56
C 7.25 -26.11 12.00
C 6.48 -26.47 10.80
C 5.89 -25.31 10.15
O 7.23 -27.15 9.85
H 7.65 -26.94 12.58
H 6.80 -25.43 12.73
H 8.14 -25.55 11.69
H 5.74 -27.25 10.99
H 5.20 -24.70 10.73
H 5.26 -25.67 9.33
H 6.62 -24.63 9.72
H 6.64 -27.78 9.43
C 9.96 -17.69 11.81
C 8.95 -16.57 11.52
C 8.36 -16.69 10.10
O 7.82 -16.76 12.31
H 9.51 -18.62 11.45
H 10.18 -17.73 12.88
H 10.88 -17.61 11.24
H 9.33 -15.55 11.58
H 7.66 -17.51 9.99
H 9.18 -16.79 9.39
H 7.75 -15.80 9.94
H 7.65 -17.69 12.49

***

33
Properties=species:S:1:pos:R:3 method="wB97M-V/def2-TZVPD" orbital_gap_ev="4.4 / 7.4" multiplicity=2 e_homo_ev="0.5011 / -2.5356" lumo_energy_ev="4.874 / 4.858" relative_energy_kcal_mol=0.00 charge=-2 s_squared=0.75
Sn -1.62 -0.60 0.59
B -1.12 -3.77 -0.98
H -1.73 -3.18 -1.65
H -0.65 -3.19 -0.20
H -1.75 -4.56 -0.60
H -0.34 -4.23 -1.58
B -2.57 0.31 3.58
H -2.63 -0.57 4.20
H -2.70 1.18 4.21
H -1.63 0.35 3.05
H -3.40 0.29 2.89
B -1.12 2.51 0.91
H -0.37 2.26 1.65
H -1.33 3.55 1.08
H -0.83 2.39 -0.12
H -1.99 1.92 1.17
C 1.90 0.10 -3.17
C 1.05 -0.10 -1.94
C 1.88 0.37 -0.67
O 1.17 0.26 0.55
C 2.01 0.54 1.65
N -0.35 0.49 -2.11
H 1.24 -0.19 -3.99
H 2.70 -0.64 -3.23
H 2.35 1.06 -3.42
H 0.94 -1.12 -1.57
H 2.39 1.33 -0.58
H 2.71 -0.33 -0.54
H 1.58 0.17 2.58
H 2.24 1.60 1.78
H 3.01 0.10 1.61
H -0.83 0.24 -2.96
H -0.20 1.48 -2.20

***

27
Properties=species:S:1:pos:R:3 method="wB97M-V/def2-TZVPD" orbital_gap_ev="7.5 / 7.5" smiles="CC1=[N+]2C=C[C@H](I)N2c2cocc2[C@H]1C" multiplicity=1 e_homo_ev="-12.1607 / -12.1608" lumo_energy_ev="-4.627 / -4.627" relative_energy_kcal_mol=36.65 charge=+1
C -1.71 -1.60 -1.26
C -0.84 -0.80 -0.32
N -0.99 0.47 -0.21
C -1.98 1.18 -0.78
C -1.65 2.49 -0.94
C -0.26 2.58 -0.58
I 0.93 2.57 -2.35
N 0.02 1.38 0.20
C 1.32 0.75 0.36
C 2.56 1.22 0.70
O 3.41 0.19 0.83
C 2.71 -0.94 0.67
C 1.40 -0.69 0.39
C 0.20 -1.55 0.36
C -0.21 -1.76 1.81
H -1.41 -2.65 -1.08
H -1.28 -1.44 -2.28
H -2.74 -1.43 -1.37
H -2.87 0.75 -0.96
H -2.16 3.33 -1.34
H -0.05 3.42 -0.05
H 2.99 2.29 0.76
H 3.18 -1.81 0.96
H 0.43 -2.52 -0.04
H -1.09 -2.45 1.97
H -0.44 -0.75 2.13
H 0.55 -2.23 2.43